{"formula": "C37H36NO2", "method": "wB97M-V/def2-TZVPD", "homo_energy_ev": -10.716, "gap_ev": 8.42, "max_force_ha_per_bohr": 0.0735, "charge": 1, "elements": ["C", "C", "C", "C", "C", "C", "C", "C", "C", "C", "O", "C", "C", "C", "C", "C", "C", "C", "C", "C", "C", "H", "H", "H", "H", "H", "H", "H", "H", "H", "H", "H", "H", "H", "H", "H", "H", "H", "O", "C", "C", "C", "C", "C", "C", "C", "C", "C", "C", "C", "C", "C", "C", "C", "C", "C", "N", "H", "H", "H", "H", "H", "H", "H", "H", "H", "H", "H", "H", "H", "H", "H", "H", "H", "H", "H"], "xyz": [[-6.263820, -0.935155, 1.090631], [-5.072782, -0.312695, 1.757680], [-5.006066, 1.072643, 1.918275], [-3.867854, 1.675871, 2.441492], [-2.814324, 0.902071, 2.947918], [-1.581342, 1.589919, 3.567939], [-0.312305, 1.177121, 2.794366], [0.268361, -0.096136, 2.874802], [1.569897, -0.332009, 2.420998], [2.335017, 0.766372, 2.012311], [3.713889, 0.829112, 2.178190], [4.564612, -0.105476, 1.585281], [5.525442, 0.432214, 0.722784], [6.048975, -0.394087, -0.265388], [5.701237, -1.751439, -0.300940], [4.892376, -2.298651, 0.701344], [4.353363, -1.479652, 1.694379], [1.690754, 1.958507, 1.654794], [0.358362, 2.132465, 2.006667], [-2.917793, -0.495820, 2.856131], [-3.991572, -1.085094, 2.194390], [-6.373568, -1.981173, 1.388438], [-7.178846, -0.400407, 1.367656], [-6.198151, -0.905913, -0.006984], [-5.850051, 1.690374, 1.615480], [-3.797746, 2.762159, 2.484713], [-1.697823, 2.665786, 3.409720], [-0.247460, -0.925359, 3.351202], [1.987288, -1.336918, 2.455619], [5.754369, 1.496550, 0.784516], [6.723076, 0.035127, -1.009468], [6.072485, -2.382162, -1.109757], [4.667078, -3.367347, 0.707156], [3.772021, -1.895047, 2.515794], [2.257465, 2.727497, 1.129168], [-0.158800, 3.040460, 1.689610], [-2.140675, -1.142858, 3.268916], [-3.982178, -2.162184, 2.009828], [-3.397060, 3.927873, 4.801116], [-3.307308, 3.432239, 6.138421], [-3.188408, 4.617914, 7.143161], [-3.370335, 5.940518, 6.751541], [-3.268681, 6.970482, 7.699017], [-2.958767, 6.693402, 9.031097], [-2.777802, 5.364108, 9.421104], [-2.922264, 4.329038, 8.493953], [-4.629810, 2.688258, 6.382770], [-4.888197, 1.623334, 5.531704], [-6.112768, 0.952181, 5.571809], [-7.015127, 1.244958, 6.602689], [-6.727129, 2.266925, 7.511963], [-5.576249, 3.047723, 7.347471], [-2.060577, 2.501991, 6.216869], [-0.756963, 3.211429, 6.506834], [0.154745, 2.022870, 6.733406], [-0.019243, 1.179696, 5.482914], [-1.459196, 1.397492, 4.986183], [-2.541011, 4.319012, 4.546402], [-3.608128, 6.169393, 5.711129], [-3.434308, 7.993675, 7.370819], [-2.870558, 7.501426, 9.764357], [-2.533447, 5.118233, 10.454161], [-2.837267, 3.289621, 8.827112], [-4.105637, 1.348256, 4.820467], [-6.343317, 0.209117, 4.803075], [-7.937590, 0.672177, 6.705577], [-7.399025, 2.499424, 8.336326], [-5.400289, 3.924111, 7.972072], [-2.267564, 1.746944, 7.002457], [-0.442827, 3.808545, 5.631713], [-0.782577, 3.895661, 7.367793], [1.192450, 2.321661, 6.888411], [-0.192407, 1.458179, 7.606883], [0.686600, 1.573383, 4.745981], [0.184360, 0.102949, 5.608731], [-1.995959, 0.564618, 5.244860]], "forces_ev_per_a": [[-0.2806, -0.1696, -0.0621], [0.2568, 0.1221, -0.1362], [0.2526, 0.0128, -0.0180], [0.3252, -0.0620, 0.0224], [-0.2870, -0.0176, 0.1802], [-0.4738, 0.3349, -3.4365], [0.2069, 0.0451, -0.3572], [0.1952, 0.1539, -0.3705], [-0.3108, 0.2010, 0.2146], [0.4721, 0.1106, 0.6135], [-0.2422, -0.0398, -0.0478], [-0.3590, 0.0466, -0.6334], [-0.5474, -0.2800, -0.1324], [0.2642, -0.2237, 0.2950], [-0.0783, 0.0386, 0.0236], [0.4215, 0.0693, -0.0554], [0.1206, 0.1353, -0.2787], [0.1544, -0.4714, 0.0120], [-0.2325, -0.0187, 0.3427], [0.1506, 0.2501, -0.0354], [-0.0698, 0.0497, 0.1736], [-0.0278, 0.1178, -0.0709], [0.1266, -0.1113, -0.0436], [0.1221, 0.0390, 0.2960], [0.2001, -0.1010, -0.0357], [-0.1192, -0.2392, 0.1071], [0.0082, -0.1643, -0.0930], [0.1323, 0.1612, -0.0815], [-0.1701, 0.4863, 0.2661], [-0.1990, -0.2759, -0.1799], [-0.1753, -0.2463, 0.2195], [-0.0899, 0.1593, 0.2832], [0.1617, 0.3335, 0.0094], [0.1247, 0.1123, -0.3960], [-0.1670, -0.1429, 0.2805], [0.1757, -0.0814, 0.3506], [-0.2919, 0.1880, -0.2510], [-0.1167, 0.3049, 0.2360], [0.4198, 0.1764, -0.3285], [-0.7734, 0.5530, -0.7391], [0.4055, -0.7210, 0.2890], [0.0660, -0.0845, 0.0501], [0.0274, -0.1789, 0.0045], [-0.0514, -0.0255, -0.2656], [-0.0887, -0.3259, -0.1236], [-0.0020, 0.4521, -0.0133], [0.1440, -0.0278, 0.0582], [-0.1993, -0.3066, -0.0447], [0.2059, 0.0429, 0.1981], [0.1626, 0.0666, -0.0146], [0.2363, 0.2054, -0.3379], [0.1674, -0.1815, -0.0286], [0.3942, -0.2539, 0.5207], [0.2697, -0.2240, 0.0310], [0.2285, -0.1037, 0.3024], [0.4993, 0.3247, 0.2247], [-0.3416, -0.2570, 3.7551], [-0.4531, 0.0500, 0.2645], [0.0572, -0.0377, 0.3528], [0.0511, -0.1535, 0.1224], [-0.0225, -0.3300, -0.3350], [-0.1169, 0.1086, -0.2231], [0.0309, 0.3435, -0.0865], [-0.7103, 0.0411, 0.1312], [0.0880, 0.1139, 0.4251], [0.2400, 0.1877, -0.0828], [0.0216, -0.0829, -0.2909], [-0.1554, -0.3777, -0.0605], [0.2173, 0.3375, -0.4638], [-0.0253, -0.1500, 0.2038], [-0.2113, -0.4371, -0.3850], [-0.0172, -0.2613, -0.0895], [0.1941, 0.2823, 0.0678], [-0.4641, -0.2065, -0.0167], [-0.2529, 0.5338, -0.0766], [0.1254, 0.0804, -0.2059]], "mulliken_charge": [-1.59, 1.02, -1.07, 0.14, 0.08, 0.47, -0.26, -0.63, -0.76, 1.14, -0.35, 0.37, -0.59, -0.26, -0.51, -0.43, -0.39, -0.79, -0.54, 0.03, -1.30, 0.39, 0.38, 0.32, 0.40, 0.41, 0.21, 0.28, 0.15, 0.40, 0.36, 0.37, 0.39, 0.55, 0.42, 0.48, 0.20, 0.39, -0.67, 3.81, -0.72, -0.44, -0.87, -0.54, -0.85, 0.00, -1.15, 0.13, -0.81, -0.60, -0.89, -0.46, -1.23, -0.14, -0.89, -0.46, 0.27, 0.57, 0.47, 0.43, 0.41, 0.42, 0.42, 0.04, 0.44, 0.40, 0.43, 0.41, 0.41, 0.25, 0.38, 0.46, 0.34, 0.17, 0.37, 0.80]}